(1)
{
  "formula": "C22H19Cl3N6",
  "method": "ωB97M-V/def2-TZVPD",
  "mol_weight_da": 473.79,
  "charge": 0,
  "orbital_gap_ev": 8.5424,
  "smiles": "Clc1ccc(-n2c(-c3ccc(Cl)cc3Cl)nc3c(NN4CCCCC4)ncnc32)cc1",
  "symbols": ["Cl", "C", "C", "C", "C", "N", "C", "C", "C", "C", "C", "Cl", "C", "C", "Cl", "N", "C", "C", "N", "N", "C", "C", "C", "C", "C", "N", "C", "N", "C", "C", "C", "H", "H", "H", "H", "H", "H", "H", "H", "H", "H", "H", "H", "H", "H", "H", "H", "H", "H", "H"],
  "coordinates": [[-8.20723, -3.89735, 0.34902], [-6.55660, -3.27651, 0.53638], [-6.30822, -2.18044, 1.34735], [-5.06814, -1.54033, 1.29933], [-4.01750, -1.96553, 0.34396], [-2.81323, -1.26791, 0.22601], [-2.61335, 0.12873, 0.20764], [-3.64068, 1.26680, 0.15767], [-4.78242, 1.23617, -0.63017], [-5.60866, 2.38381, -0.97981], [-5.46408, 3.53854, -0.30531], [-6.55993, 4.72879, -0.70842], [-4.37095, 3.61998, 0.57045], [-3.45873, 2.56950, 0.71142], [-2.18784, 2.81353, 1.88428], [-1.34320, 0.46958, 0.08343], [-0.71775, -0.78441, -0.11538], [0.69507, -0.89401, -0.27540], [1.42607, 0.30713, -0.15977], [2.87931, 0.21657, -0.25742], [3.53016, 1.09086, -1.22944], [5.06239, 0.61453, -1.40457], [5.73208, 0.67309, -0.06342], [4.92624, 0.07868, 1.11669], [3.48358, 0.55098, 1.05407], [1.20940, -2.18313, -0.47540], [0.29040, -3.16420, -0.60828], [-1.00046, -2.98442, -0.51595], [-1.49717, -1.79290, -0.09401], [-4.27619, -3.16624, -0.30006], [-5.51236, -3.74249, -0.24323], [-6.96780, -1.86605, 2.19467], [-4.87401, -0.87096, 2.09063], [-4.98284, 0.25177, -1.16219], [-6.46186, 2.19716, -1.60211], [-4.23301, 4.52809, 1.12085], [1.00614, 0.93048, 0.55632], [2.82755, 0.88549, -2.12268], [3.37825, 2.10353, -0.92063], [5.51955, 1.39059, -2.12699], [5.07394, -0.35604, -1.82113], [6.09110, 1.66219, 0.16126], [6.75605, 0.09985, -0.12829], [5.00900, -0.97611, 0.89641], [5.45843, 0.41782, 2.06249], [3.55915, 1.70200, 1.13205], [2.86914, 0.19444, 1.91536], [0.68944, -4.08557, -1.07185], [-3.52287, -3.61215, -0.93305], [-5.78066, -4.55608, -0.92615]]
}

=====

(2)
{
  "formula": "C24H27ClN4O",
  "method": "ωB97M-V/def2-TZVPD",
  "mol_weight_da": 422.96,
  "charge": 0,
  "orbital_gap_ev": 9.1075,
  "e_above_lowest_kcal_mol": 0.0,
  "smiles": "CCn1cc(CN2CCC(C(=O)Nc3cccc(-c4cccc(Cl)c4)c3)CC2)cn1",
  "symbols": ["C", "C", "N", "C", "C", "C", "N", "C", "C", "C", "C", "O", "N", "C", "C", "C", "C", "C", "C", "C", "C", "C", "C", "Cl", "C", "C", "C", "C", "C", "N", "H", "H", "H", "H", "H", "H", "H", "H", "H", "H", "H", "H", "H", "H", "H", "H", "H", "H", "H", "H", "H", "H", "H", "H", "H", "H", "H"],
  "coordinates": [[3.34086, 6.00436, -5.36684], [3.52762, 5.24361, -4.05593], [2.30158, 5.18170, -3.30763], [1.26055, 4.35043, -3.50573], [0.28476, 4.69580, -2.59242], [-1.04883, 4.05525, -2.40167], [-0.90607, 2.63591, -2.11723], [-0.27227, 2.40538, -0.83466], [0.04402, 0.92373, -0.66330], [-1.24559, 0.09854, -0.75097], [-0.88787, -1.38104, -0.67809], [-0.62984, -2.04376, -1.65633], [-0.85661, -1.85091, 0.60410], [-0.54590, -3.13344, 1.06788], [-0.16649, -4.17221, 0.22293], [0.11649, -5.41560, 0.75873], [0.02290, -5.64399, 2.11878], [-0.35276, -4.61156, 2.97536], [-0.45706, -4.83860, 4.42533], [0.01954, -3.89740, 5.33497], [-0.08063, -4.12141, 6.69561], [-0.66045, -5.28238, 7.17742], [-1.13534, -6.21728, 6.27181], [-1.86737, -7.67312, 6.85573], [-1.03770, -6.00850, 4.90822], [-0.63054, -3.36064, 2.43879], [-1.93482, 0.42538, -2.07385], [-2.16750, 1.92701, -2.19412], [0.84998, 5.76856, -1.88457], [2.05915, 6.04976, -2.33211], [3.00005, 7.01631, -5.16339], [2.60312, 5.50845, -5.99346], [4.28243, 6.05292, -5.90672], [4.25913, 5.75528, -3.42703], [3.87230, 4.22473, -4.25517], [1.27792, 3.57740, -4.24621], [-1.59656, 4.58351, -1.59921], [-1.63099, 4.14838, -3.32460], [-0.91838, 2.74528, -0.00062], [0.65327, 2.98503, -0.80073], [0.54428, 0.76190, 0.29430], [0.71566, 0.60970, -1.46316], [-1.90588, 0.36765, 0.08209], [-1.09678, -1.19468, 1.33470], [-0.09929, -3.99993, -0.83738], [0.41457, -6.21769, 0.10032], [0.26159, -6.61519, 2.52457], [0.49044, -2.99627, 4.97165], [0.29747, -3.38778, 7.39183], [-0.74342, -5.46250, 8.23738], [-1.42864, -6.74298, 4.22149], [-0.94171, -2.55827, 3.09430], [-1.29623, 0.08809, -2.89014], [-2.88720, -0.10309, -2.14328], [-2.86680, 2.25804, -1.40085], [-2.62806, 2.14677, -3.16058], [0.42387, 6.33536, -1.08030]]
}

=====

(3)
{
  "formula": "C11H13NO2S",
  "method": "ωB97M-V/def2-TZVPD",
  "mol_weight_da": 223.30,
  "charge": 0,
  "orbital_gap_ev": 8.2818,
  "e_above_lowest_kcal_mol": 33.4,
  "smiles": "CC1=C[C@@](C)(S)C(C)=c2oc(=O)[nH]c2=C1",
  "symbols": ["C", "C", "C", "C", "C", "S", "C", "C", "C", "O", "C", "O", "N", "C", "C", "H", "H", "H", "H", "H", "H", "H", "H", "H", "H", "H", "H", "H"],
  "coordinates": [[1.42197, 2.89006, -0.46000], [0.73133, 1.76836, 0.15228], [1.31184, 0.55413, -0.11337], [1.00749, -0.80816, 0.40294], [2.15653, -1.69275, 0.19750], [0.73995, -0.71347, 2.34464], [-0.21897, -1.20497, -0.32946], [-0.30014, -2.41882, -1.13173], [-1.33919, -0.28064, -0.15872], [-2.57410, -0.69369, -0.62260], [-3.56075, 0.11928, -0.21669], [-4.78279, -0.08836, -0.32430], [-2.95771, 1.03806, 0.60380], [-1.54681, 1.00146, 0.47877], [-0.57212, 1.90343, 0.76028], [0.91635, 3.87108, -0.33834], [1.31693, 2.95467, -1.58339], [2.51570, 3.00021, -0.20919], [2.13650, 0.54285, -0.76073], [2.44042, -1.82773, -0.87863], [2.00121, -2.69189, 0.58343], [3.11609, -1.47392, 0.66975], [1.32246, -1.91560, 2.82527], [0.52158, -2.39963, -1.87374], [-1.34990, -2.70413, -1.48637], [-0.11710, -3.48032, -0.54952], [-3.46141, 1.90843, 0.77583], [-0.87536, 2.84206, 1.24230]]
}

=====

(4)
{
  "formula": "C10H13N2O3",
  "method": "ωB97M-V/def2-TZVPD",
  "mol_weight_da": 209.23,
  "charge": 1,
  "orbital_gap_ev": [6.8713, 6.8722],
  "e_above_lowest_kcal_mol": 66.1,
  "smiles": "COC(=[NH2+])C/C([O-])=C\\C=C\\c1coc[nH+]1",
  "symbols": ["C", "O", "C", "N", "C", "C", "O", "C", "C", "C", "C", "C", "O", "C", "N", "H", "H", "H", "H", "H", "H", "H", "H", "H", "H", "H", "H", "H"],
  "coordinates": [[0.94889, 2.25423, 0.79415], [-0.27139, 1.46241, 0.96473], [-0.11464, 0.17957, 1.45373], [-1.32827, -0.41087, 1.71806], [1.15493, -0.36454, 1.96807], [2.46874, -0.68362, 1.15250], [3.35323, -1.25293, 1.71987], [2.53430, -0.27779, -0.35298], [1.44354, -0.31526, -1.16173], [0.18317, -0.94039, -0.79702], [-0.98540, -0.64324, -1.48295], [-1.31364, 0.41671, -2.38131], [-2.68165, 0.42409, -2.60051], [-3.15576, -0.55987, -1.96832], [-2.29157, -1.26143, -1.25979], [1.18346, 2.78669, 1.71383], [0.60572, 3.10405, 0.12879], [1.77889, 1.62831, 0.35086], [-2.14592, -0.21164, 1.17650], [-1.33516, -1.31734, 2.09934], [0.91158, -1.31835, 2.62534], [1.48046, 0.24676, 2.80931], [3.43116, 0.15788, -0.69632], [1.36817, 0.18596, -2.09955], [0.30986, -1.84809, -0.21071], [-0.80428, 1.25621, -2.86432], [-4.22589, -0.54164, -2.06982], [-2.50254, -2.15583, -0.72973]]
}

=====

(5)
{
  "formula": "C12H24CaNO4P2",
  "method": "ωB97M-V/def2-TZVPD",
  "mol_weight_da": 348.35,
  "charge": 1,
  "orbital_gap_ev": 4.4699,
  "e_above_lowest_kcal_mol": 0.0,
  "symbols": ["Ca", "P", "C", "C", "N", "C", "C", "C", "C", "C", "P", "H", "H", "H", "H", "H", "H", "H", "H", "O", "H", "H", "O", "H", "C", "H", "H", "H", "C", "H", "H", "H", "C", "H", "H", "H", "C", "H", "H", "H", "O", "C", "O", "H"],
  "coordinates": [[0.73935, -0.85135, -0.12936], [-1.35308, -2.31504, -1.27237], [-2.23637, -0.82488, -1.63460], [-2.16228, 0.34634, -0.83461], [-1.18054, 0.46935, 0.14542], [-1.26785, 1.46683, 1.05087], [-2.26480, 2.43792, 0.98345], [-3.18027, 2.41255, -0.07223], [-3.11744, 1.38816, -0.99295], [-0.24497, 1.53006, 2.18265], [1.47645, 1.08714, 1.71035], [-3.81692, 1.30795, -1.82492], [-2.28392, 3.20807, 1.75145], [-3.93556, 3.18985, -0.15715], [-0.20835, 2.55660, 2.57276], [-0.55256, 0.86848, 3.01099], [1.83234, 0.28341, -4.40173], [-2.90288, -0.77866, -2.50062], [5.04470, 2.79858, -1.12770], [1.31166, 0.29494, -3.60670], [1.22099, 1.24515, -3.41239], [2.11131, -2.38666, -0.26469], [4.31108, 2.22217, -0.94383], [4.72427, 1.34837, -0.82397], [2.06238, 2.74282, 1.24212], [1.82853, 3.42578, 2.06792], [3.13672, 2.70401, 1.03445], [1.55824, 3.06496, 0.32480], [2.17407, 0.99781, 3.38804], [3.14324, 0.48721, 3.33434], [2.31320, 2.01953, 3.76558], [1.50155, 0.43442, 4.04749], [-2.59421, -3.39103, -0.45012], [-3.30699, -3.81473, -1.17087], [-2.06349, -4.21110, 0.05290], [-3.14880, -2.82194, 0.30708], [-1.17637, -3.10251, -2.91805], [-0.57781, -4.01917, -2.81655], [-2.15825, -3.35530, -3.33932], [-0.64749, -2.41462, -3.59155], [0.84711, -2.05536, 1.87726], [1.49516, -3.00885, 1.42281], [1.57866, -3.16524, 0.05133], [1.97015, -3.82202, 1.96223]]
}